C12H48N24O12 | wB97M-V/def2-TZVPD

Geometry (Å):
1 N -4.030 14.013 -19.857
2 C -3.465 15.126 -20.323
3 N -2.235 15.093 -19.924
4 O -3.949 15.946 -21.050
5 H -4.915 13.656 -20.188
6 H -3.339 13.398 -19.451
7 H -1.915 14.304 -19.381
8 H -1.657 15.907 -19.771
9 N -7.502 18.295 -10.469
10 C -8.635 18.655 -9.884
11 N -8.690 19.854 -9.419
12 O -9.575 17.886 -9.860
13 H -7.558 17.526 -11.121
14 H -6.876 19.061 -10.672
15 H -9.508 20.076 -8.869
16 H -7.896 20.479 -9.434
17 N -4.342 14.408 -7.136
18 C -4.035 13.267 -7.709
19 N -5.028 12.419 -7.513
20 O -3.115 13.141 -8.518
21 H -3.541 15.023 -7.117
22 H -5.043 14.393 -6.409
23 H -5.878 12.603 -6.999
24 H -4.766 11.525 -7.903
25 N -10.304 13.241 -9.644
26 C -11.104 12.831 -10.597
27 N -12.056 13.737 -10.607
28 O -11.052 11.778 -11.247
29 H -10.211 14.243 -9.723
30 H -9.571 12.692 -9.220
31 H -12.913 13.822 -11.134
32 H -12.078 14.243 -9.733
33 N -0.485 13.384 -13.895
34 C 0.067 14.532 -14.295
35 N 0.811 14.256 -15.359
36 O -0.192 15.690 -14.058
37 H -0.171 12.636 -14.497
38 H -1.149 13.267 -13.143
39 H 0.882 13.299 -15.676
40 H 1.204 15.017 -15.894
41 N -2.616 6.548 -15.199
42 C -2.530 5.161 -15.427
43 N -1.392 4.620 -15.491
44 O -3.571 4.559 -15.661
45 H -3.554 6.866 -15.397
46 H -1.932 7.117 -14.720
47 H -1.249 3.696 -15.873
48 H -0.515 5.045 -15.224
49 N -5.093 4.528 -19.749
50 C -5.206 5.728 -20.281
51 N -5.528 6.629 -19.347
52 O -5.106 5.964 -21.490
53 H -4.702 4.250 -18.860
54 H -4.798 4.120 -20.625
55 H -5.574 6.246 -18.414
56 H -5.883 7.535 -19.617
57 N -9.948 7.290 -14.368
58 C -8.902 7.066 -15.117
59 N -9.173 6.138 -15.958
60 O -7.966 7.748 -15.062
61 H -10.739 6.674 -14.491
62 H -9.922 7.988 -13.638
63 H -9.996 5.562 -15.849
64 H -8.433 5.887 -16.597
65 N -13.498 11.401 -19.853
66 C -12.298 11.061 -19.972
67 N -11.556 11.631 -19.042
68 O -11.717 10.565 -20.917
69 H -14.214 10.999 -20.441
70 H -13.735 12.075 -19.139
71 H -12.054 11.785 -18.177
72 H -10.552 11.602 -19.148
73 N -5.940 12.128 -15.600
74 C -5.736 12.490 -14.320
75 N -6.239 11.642 -13.519
76 O -5.290 13.539 -13.953
77 H -5.779 12.760 -16.371
78 H -6.503 11.291 -15.656
79 H -6.527 10.779 -13.958
80 H -6.344 11.672 -12.515
81 N -8.619 6.784 -6.531
82 C -9.318 7.607 -7.218
83 N -8.597 8.003 -8.198
84 O -10.389 7.986 -6.889
85 H -7.694 6.711 -6.930
86 H -9.005 6.198 -5.805
87 H -7.628 7.743 -8.318
88 H -9.106 8.667 -8.764
89 N -2.108 20.276 -13.611
90 C -3.373 20.293 -13.491
91 N -3.914 19.123 -13.750
92 O -3.964 21.285 -13.211
93 H -1.662 19.429 -13.932
94 H -1.693 21.095 -13.189
95 H -3.304 18.340 -13.940
96 H -4.914 19.182 -13.875

Calculated values
largest force on an atom	7.54	eV/Å
gap between HOMO and LUMO	9.362	eV
ΔE to the lowest compared entry with this formula, charge and spin	1154.1	kJ/mol
SMILES	NC(N)=O.NC(N)=O.NC(N)=O.NC(N)=O.NC(N)=O.NC(N)=O.NC(N)=O.NC(N)=O.NC(N)=O.NC(N)=O.NC(N)=O.NC(N)=O
charge	0
LUMO level	-0.2	eV

=====

C12H4Br4O2S2Se2TcTe2 | wB97M-V/def2-TZVPD

Geometry (Å):
1 Tc -0.349 0.187 -1.188
2 Br 0.787 -6.684 -0.434
3 C 0.016 -4.953 -0.443
4 C -1.325 -4.783 -0.129
5 Br -2.421 -6.265 0.306
6 C -1.875 -3.492 -0.134
7 Br -3.686 -3.158 0.283
8 C -1.092 -2.406 -0.458
9 O -1.549 -1.152 -0.489
10 C 0.276 -2.564 -0.786
11 O 0.939 -1.482 -1.052
12 C 0.814 -3.851 -0.764
13 Br 2.642 -4.003 -1.204
14 S -0.861 3.818 -0.852
15 C 0.138 3.626 0.595
16 C 0.017 4.566 1.617
17 C 0.816 4.508 2.749
18 C 1.740 3.483 2.881
19 C 1.855 2.532 1.877
20 C 1.072 2.589 0.727
21 S 1.416 1.339 -0.499
22 H -0.728 5.344 1.509
23 H 0.705 5.252 3.529
24 H 2.367 3.416 3.763
25 H 2.569 1.722 1.970
26 Se -0.089 0.232 -3.632
27 Te -1.145 -2.004 -4.182
28 Te -1.049 2.278 -4.758
29 Se -1.996 1.905 -0.803

Calculated values
largest force on an atom	0.68	eV/Å
gap between HOMO and LUMO (alpha / beta)	5.179 / 5.207	eV
ΔE to the lowest compared entry with this formula, charge and spin	187.4	kJ/mol
spin multiplicity	2
charge	-2
LUMO level (alpha / beta)	3.9 / 3.9	eV

=====

C12H4Cl5O6ReS2 | wB97M-V/def2-TZVPD

Geometry (Å):
1 Re -0.147 -0.331 -0.836
2 O 3.375 -1.507 -1.411
3 S 2.193 -0.959 -0.856
4 O 1.598 0.199 -1.603
5 O 1.038 -1.905 -0.770
6 C 2.615 -0.325 0.765
7 C 3.960 -0.478 1.091
8 C 4.484 0.135 2.219
9 C 3.673 0.927 3.018
10 C 2.328 1.057 2.714
11 C 1.791 0.414 1.603
12 S 0.024 0.599 1.463
13 O -0.249 1.414 0.231
14 O -0.440 1.156 2.677
15 O -0.581 -0.726 1.114
16 H 4.586 -1.075 0.444
17 H 5.527 0.007 2.461
18 H 4.079 1.446 3.872
19 H 1.672 1.646 3.339
20 Cl -2.456 -2.632 -0.377
21 C -3.075 -1.295 -1.208
22 C -2.125 -0.308 -1.556
23 C -2.616 0.784 -2.304
24 Cl -1.421 1.908 -2.733
25 C -3.960 0.942 -2.635
26 Cl -4.482 2.290 -3.513
27 C -4.887 -0.032 -2.200
28 Cl -6.524 0.147 -2.552
29 C -4.438 -1.162 -1.489
30 Cl -5.544 -2.334 -0.967

Calculated values
largest force on an atom	6.54	eV/Å
gap between HOMO and LUMO (alpha / beta)	6.334 / 6.197	eV
ΔE to the lowest compared entry with this formula, charge and spin	162.9	kJ/mol
spin multiplicity	2
charge	+1
LUMO level (alpha / beta)	-5.9 / -6.1	eV

=====

C12H52BClF3O21P | wB97M-V/def2-TZVPD

Geometry (Å):
1 C 2.638 -0.629 -0.080
2 C 2.083 0.231 -0.713
3 C 1.113 1.029 -1.510
4 C 0.408 0.099 -2.551
5 C -1.134 0.174 -2.479
6 C -1.806 -1.170 -2.248
7 O -1.219 -2.199 -2.371
8 O -3.176 -1.214 -1.943
9 C -3.514 -1.313 -0.550
10 C -3.911 -2.772 -0.074
11 C -3.520 -3.879 -1.067
12 C -4.180 -5.183 -0.665
13 F -3.983 -6.090 -1.630
14 F -3.698 -5.661 0.467
15 F -5.506 -5.072 -0.548
16 B -4.866 -0.430 -0.380
17 O -4.986 0.608 0.517
18 C -6.107 -0.741 -1.325
19 C -5.910 -0.131 -2.766
20 P -2.215 -0.648 0.623
21 O -2.920 -0.659 2.132
22 Cl -0.689 -2.080 0.850
23 H 3.026 -1.347 0.613
24 H 1.659 1.836 -2.005
25 H 0.404 1.450 -0.789
26 H 0.820 -0.899 -2.392
27 H 0.721 0.405 -3.564
28 H -1.533 0.663 -3.377
29 H -1.411 0.834 -1.645
30 H -5.001 -2.809 0.066
31 H -3.465 -2.940 0.911
32 H -3.678 -3.629 -2.115
33 H -2.443 -4.048 -0.945
34 H -5.545 1.316 0.178
35 H -7.001 -0.257 -0.905
36 H -6.305 -1.818 -1.371
37 H -6.754 0.491 -3.068
38 H -5.030 0.525 -2.719
39 H -5.704 -0.899 -3.511
40 H -2.740 0.218 2.494
41 O 4.443 2.365 0.997
42 H 3.937 2.456 1.818
43 H 4.296 1.449 0.737
44 O 5.096 -2.125 -1.441
45 H 5.019 -3.084 -1.368
46 H 4.297 -1.793 -1.013
47 O -2.324 -0.305 5.091
48 H -2.873 -0.940 5.561
49 H -2.461 -0.496 4.155
50 O 2.993 0.968 2.994
51 H 2.489 1.059 3.809
52 H 2.848 0.054 2.734
53 O -4.546 -1.216 -5.942
54 H -4.301 -2.013 -5.462
55 H -3.724 -0.929 -6.352
56 O 8.376 -2.065 -0.832
57 H 8.352 -1.591 0.007
58 H 7.538 -1.837 -1.252
59 O 4.507 -3.246 1.264
60 H 4.841 -4.032 1.707
61 H 5.274 -2.899 0.789
62 O 5.095 5.029 0.006
63 H 4.988 4.070 0.079
64 H 4.311 5.384 0.436
65 O -1.995 2.610 6.135
66 H -2.508 2.726 6.940
67 H -2.155 1.692 5.879
68 O 7.002 0.916 0.232
69 H 6.364 1.643 0.221
70 H 7.343 0.887 -0.668
71 O 0.715 -0.476 4.355
72 H 0.608 -1.431 4.416
73 H -0.075 -0.122 4.782
74 O -2.484 2.434 -0.063
75 H -2.360 3.347 0.231
76 H -3.439 2.319 -0.080
77 O 0.850 0.456 7.208
78 H 0.221 1.187 7.194
79 H 1.196 0.425 6.307
80 O 2.075 1.779 -4.931
81 H 2.992 1.632 -4.676
82 H 2.020 2.732 -5.062
83 O 2.809 7.160 0.532
84 H 2.182 7.890 0.515
85 H 3.149 7.119 -0.369
86 O -1.845 4.823 2.118
87 H -1.131 5.427 2.347
88 H -1.858 4.191 2.845
89 O 6.747 -2.062 -4.240
90 H 6.239 -1.978 -3.425
91 H 6.635 -2.982 -4.495

Calculated values
largest force on an atom	2.57	eV/Å
gap between HOMO and LUMO	8.619	eV
charge	0
LUMO level	-0.4	eV

=====

C12H55FN3O23 | wB97M-V/def2-TZVPD

Geometry (Å):
1 C 3.898 -0.127 0.651
2 C 5.012 0.694 1.397
3 O 5.458 1.838 0.683
4 C 6.178 1.499 -0.491
5 C 5.637 2.404 -1.695
6 O 4.763 3.372 -1.149
7 C 3.818 3.830 -2.106
8 C 2.682 2.757 -2.253
9 O 1.401 3.163 -1.753
10 C 1.103 2.569 -0.498
11 C 0.142 1.339 -0.540
12 N -0.814 1.138 0.376
13 C -1.493 -0.037 0.136
14 C -0.939 -0.651 -1.094
15 N 0.050 0.305 -1.371
16 C 0.928 0.118 -2.527
17 O 0.610 0.403 -3.617
18 N 2.220 -0.402 -2.168
19 C 2.989 -0.784 -3.305
20 O 3.445 -1.858 -3.350
21 F 3.265 0.058 -4.304
22 H 4.329 -1.137 0.389
23 H 2.964 -0.249 1.249
24 H 3.624 0.393 -0.293
25 H 5.851 0.037 1.733
26 H 4.549 1.077 2.339
27 H 6.084 0.426 -0.777
28 H 7.269 1.716 -0.375
29 H 5.126 1.713 -2.419
30 H 6.477 2.860 -2.276
31 H 4.314 3.957 -3.095
32 H 3.366 4.799 -1.809
33 H 2.614 2.457 -3.328
34 H 3.040 1.844 -1.724
35 H 0.596 3.341 0.118
36 H 2.006 2.252 0.076
37 H -0.972 1.808 1.129
38 H -2.302 -0.432 0.767
39 H -1.221 -1.567 -1.627
40 H 2.004 -1.241 -1.611
41 O -4.457 1.043 0.969
42 H -3.661 1.435 0.594
43 H -5.140 1.217 0.305
44 O 3.833 -3.119 -0.544
45 H 4.126 -2.715 -1.367
46 H 4.243 -3.991 -0.556
47 O -6.931 -0.322 0.022
48 H -7.838 -0.337 0.350
49 H -6.507 -1.061 0.472
50 O 6.194 -3.959 -1.574
51 H 6.486 -3.554 -2.399
52 H 6.603 -4.833 -1.587
53 O 1.262 3.266 2.567
54 H 1.473 4.202 2.462
55 H 1.604 3.044 3.440
56 O -4.354 0.915 4.026
57 H -4.021 0.892 3.116
58 H -4.285 1.843 4.280
59 O -0.618 -0.514 -6.163
60 H 0.328 -0.673 -6.267
61 H -0.694 -0.111 -5.289
62 O 4.923 -3.958 2.442
63 H 4.502 -4.694 2.899
64 H 4.288 -3.712 1.758
65 O -0.208 5.462 0.321
66 H -0.961 5.468 -0.285
67 H 0.240 6.298 0.147
68 O -4.936 -2.203 4.484
69 H -4.722 -1.274 4.349
70 H -4.591 -2.400 5.363
71 O -1.631 -2.913 -4.749
72 H -2.406 -2.957 -5.320
73 H -1.202 -2.083 -4.995
74 O -6.840 -0.723 6.362
75 H -7.525 -1.347 6.092
76 H -6.338 -0.567 5.556
77 O -1.561 -3.024 0.655
78 H -2.311 -3.173 1.242
79 H -1.238 -3.913 0.463
80 O -9.801 -1.476 5.474
81 H -10.096 -0.563 5.377
82 H -10.618 -1.974 5.598
83 O -1.444 3.781 -2.060
84 H -1.031 3.808 -2.931
85 H -1.055 3.009 -1.648
86 O 0.648 -4.318 -3.660
87 H 1.431 -3.927 -4.064
88 H -0.051 -4.185 -4.318
89 O -8.920 -2.944 2.698
90 H -7.974 -3.109 2.616
91 H -9.012 -2.536 3.571
92 O -2.322 -0.658 3.031
93 H -2.262 -0.072 3.796
94 H -2.695 -1.473 3.393

Calculated values
largest force on an atom	6.32	eV/Å
gap between HOMO and LUMO	8.579	eV
charge	+1
LUMO level	-3.1	eV

=====

C12H5BrCl5CuNO4 | wB97M-V/def2-TZVPD

Geometry (Å):
1 Cu 1.403 0.309 -1.029
2 Br -0.031 0.898 2.321
3 C 0.751 -0.756 1.881
4 C 0.735 -1.772 2.824
5 C 1.347 -2.971 2.505
6 C 1.964 -3.113 1.272
7 C 1.930 -2.049 0.396
8 N 1.319 -0.887 0.690
9 C 2.622 -2.132 -0.961
10 O 3.194 -3.152 -1.267
11 O 2.503 -1.065 -1.683
12 H 0.256 -1.610 3.777
13 H 1.349 -3.783 3.220
14 H 2.476 -4.013 0.965
15 Cl -5.562 1.682 -0.362
16 C -3.849 1.710 -0.527
17 C -3.180 0.632 -1.093
18 Cl -4.056 -0.744 -1.639
19 C -1.797 0.664 -1.216
20 Cl -0.948 -0.672 -1.932
21 C -1.027 1.756 -0.781
22 O 0.273 1.803 -0.880
23 C -1.733 2.835 -0.216
24 Cl -0.807 4.174 0.345
25 C -3.113 2.815 -0.092
26 Cl -3.928 4.153 0.618
27 O 2.661 1.638 -2.027
28 H 2.130 2.389 -2.323
29 H 3.119 1.261 -2.787

Calculated values
largest force on an atom	0.25	eV/Å
gap between HOMO and LUMO (alpha / beta)	7.973 / 7.186	eV
ΔE to the lowest compared entry with this formula, charge and spin	0.6	kJ/mol
spin multiplicity	2
charge	0
LUMO level (alpha / beta)	-0.5 / -1.3	eV

=====

C12H5N6O9 | wB97M-V/def2-TZVPD

Geometry (Å):
1 O 0.186 -3.863 -3.203
2 N -0.378 -3.683 -2.103
3 O -1.582 -3.948 -1.904
4 C 0.391 -3.144 -1.011
5 C -0.262 -2.888 0.212
6 C 0.487 -2.384 1.288
7 C 1.840 -2.137 1.163
8 C 2.567 -2.357 -0.105
9 O 3.781 -2.090 -0.231
10 C 1.744 -2.899 -1.183
11 H -1.327 -3.091 0.295
12 H -0.016 -2.189 2.237
13 H 2.430 -1.763 2.002
14 H 2.199 -3.113 -2.146
15 O 0.730 1.554 8.597
16 N 1.464 0.920 7.859
17 C 2.020 1.101 6.604
18 C 2.801 -0.030 6.323
19 N 2.765 -0.929 7.349
20 O 1.946 -0.340 8.279
21 C 3.552 -0.094 5.090
22 N 4.385 -1.282 4.789
23 O 3.854 -2.405 4.827
24 O 5.579 -1.087 4.496
25 C 3.497 0.976 4.188
26 C 2.680 2.070 4.498
27 N 2.375 3.223 3.766
28 O 2.734 3.629 2.674
29 O 1.469 3.968 4.542
30 N 1.190 3.335 5.736
31 C 1.928 2.184 5.692
32 H 4.063 1.001 3.257

Calculated values
largest force on an atom	3.11	eV/Å
gap between HOMO and LUMO	3.144	eV
ΔE to the lowest compared entry with this formula, charge and spin	47.2	kJ/mol
charge	-1
LUMO level	-0.3	eV

=====

C12H6AlCl2N2O6 | wB97M-V/def2-TZVPD

Geometry (Å):
1 Al -0.066 -0.193 -0.293
2 O -2.485 2.275 -4.838
3 C -2.506 3.096 -3.815
4 O -2.896 4.226 -3.867
5 C -1.980 2.584 -2.485
6 C -2.033 3.349 -1.318
7 N -1.410 2.681 -0.350
8 N -0.950 1.510 -0.798
9 C -1.299 1.428 -2.096
10 C -0.989 0.127 -2.753
11 O -1.243 -0.105 -3.901
12 O -0.435 -0.702 -1.894
13 H -2.089 1.389 -4.699
14 H -2.503 4.306 -1.194
15 H -1.297 2.957 0.618
16 Cl 3.171 -3.594 5.070
17 C 2.520 -2.941 3.628
18 C 2.747 -3.625 2.418
19 C 2.254 -3.137 1.222
20 Cl 2.526 -3.984 -0.241
21 C 1.498 -1.942 1.195
22 O 1.036 -1.459 0.069
23 C 1.238 -1.274 2.433
24 C 0.427 -0.136 2.440
25 O -0.189 0.353 1.435
26 C 1.779 -1.783 3.644
27 H 3.311 -4.548 2.420
28 H 0.288 0.402 3.386
29 H 1.574 -1.260 4.565

Calculated values
largest force on an atom	1.02	eV/Å
gap between HOMO and LUMO	7.303	eV
ΔE to the lowest compared entry with this formula, charge and spin	11.7	kJ/mol
charge	+1
LUMO level	-5.2	eV

=====

C12H6F5RuS | wB97M-V/def2-TZVPD

Geometry (Å):
1 Ru 8.381 3.389 11.084
2 C 6.647 5.206 12.400
3 C 6.992 4.217 13.308
4 C 8.356 3.938 13.658
5 C 9.383 4.704 13.125
6 C 9.102 5.824 12.293
7 C 7.689 6.020 11.884
8 H 5.615 5.350 12.071
9 H 6.144 3.549 13.812
10 H 8.409 3.131 14.350
11 H 10.489 4.403 13.241
12 H 9.809 6.502 11.924
13 H 7.446 6.707 11.106
14 F 7.867 4.717 4.319
15 C 8.240 4.356 5.591
16 C 7.400 4.158 6.713
17 F 6.093 4.284 6.614
18 C 7.893 3.875 7.902
19 F 7.182 3.536 8.904
20 C 9.336 3.662 8.074
21 S 10.049 3.069 9.598
22 C 10.032 3.959 6.959
23 F 11.456 3.644 7.020
24 C 9.728 4.478 5.698
25 F 10.508 4.856 4.887

Calculated values
largest force on an atom	8.61	eV/Å
gap between HOMO and LUMO (alpha / beta)	6.087 / 5.831	eV
spin multiplicity	5
charge	+3
LUMO level (alpha / beta)	-14.8 / -15.4	eV

=====

C12H6MoN3O8 | wB97M-V/def2-TZVPD

Geometry (Å):
1 Mo -0.132 0.528 -0.082
2 O -2.522 1.175 3.086
3 C -1.568 1.170 2.392
4 O -1.594 0.769 1.070
5 C -0.172 1.609 2.742
6 C 0.274 2.227 3.894
7 C 1.600 2.653 3.925
8 C 2.425 2.501 2.814
9 C 1.892 1.873 1.704
10 N 0.646 1.419 1.717
11 C 2.509 1.707 0.342
12 O 3.613 1.977 0.023
13 O 1.561 1.215 -0.531
14 H -0.399 2.381 4.726
15 H 1.985 3.137 4.812
16 H 3.441 2.869 2.797
17 O -0.686 -4.605 -2.893
18 C -1.248 -3.643 -3.599
19 O -1.773 -3.815 -4.661
20 C -1.214 -2.248 -3.032
21 C -1.769 -1.161 -3.697
22 N -1.568 -0.076 -2.951
23 N -0.909 -0.376 -1.819
24 C -0.692 -1.702 -1.866
25 C 0.041 -2.265 -0.696
26 O 0.341 -3.418 -0.591
27 O 0.351 -1.327 0.203
28 H -0.301 -4.317 -2.041
29 H -2.282 -1.132 -4.645
30 H -1.849 0.875 -3.146

Calculated values
largest force on an atom	0.65	eV/Å
gap between HOMO and LUMO	7.652	eV
ΔE to the lowest compared entry with this formula, charge and spin	2.1	kJ/mol
charge	+1
LUMO level	-5.5	eV

=====

Q: Which value of largest force on an atom does entry 4 give?
A: 2.57 eV/Å